No. 1
The following is a quantum chemistry calculation of a molecular structure, C15H26CoI2O4S2Sm in a non-equilibrium geometry, from OMol25.

Geometry as ORCA input:
```
! wB97M-V def2-TZVPD RIJCOSX def2/J DEFGRID3
* xyz 4 10
I 0.043 4.251 -0.489
I -2.124 4.265 -2.030
Sm -2.422 -0.634 -0.852
Co -0.981 1.588 -0.393
S -2.897 1.592 0.591
S -0.906 0.862 -2.398
C -0.005 0.824 0.792
C -3.079 1.353 2.556
C 0.867 0.641 -3.311
C -4.572 1.484 2.867
C -2.566 -0.020 2.961
C -2.245 2.459 3.197
C 0.629 1.267 -4.685
C 1.154 -0.844 -3.399
C 1.937 1.331 -2.498
C -2.980 -2.729 0.682
C -1.191 -2.895 -1.016
O 0.496 0.454 1.792
O -3.132 -3.747 1.197
O -0.911 -4.014 -0.993
H -5.153 0.684 2.383
H -4.968 2.457 2.533
H -4.719 1.404 3.961
H -3.068 -0.837 2.426
H -2.756 -0.165 4.040
H -1.486 -0.130 2.802
H -1.169 2.274 3.051
H -2.442 2.488 4.280
H -2.487 3.448 2.780
H 1.549 1.230 -5.287
H 0.315 2.316 -4.580
H -0.153 0.712 -5.228
H 2.075 -1.008 -3.977
H 0.349 -1.395 -3.896
H 1.304 -1.256 -2.394
H 2.887 1.262 -3.044
H 2.070 0.820 -1.536
H 1.722 2.387 -2.300
C 3.264 -2.890 1.079
C 4.198 -1.660 1.052
C 3.324 -0.528 0.508
O 2.081 -1.066 -0.025
C 1.983 -2.449 0.326
H 3.718 -3.767 0.606
H 2.995 -3.147 2.116
H 5.025 -1.846 0.355
H 4.600 -1.421 2.031
H 3.044 0.185 1.302
H 3.839 0.031 -0.288
H 1.854 -3.042 -0.591
H 1.089 -2.580 0.946
*
```

Properties
Strongest force on any atom   8.4 eV/A
Frontier orbital gap (alpha / beta)   3.89 / 2.88 eV
Molecular weight   797.6 g mol⁻¹
HOMO (alpha / beta)   -19.882 / -19.898 eV

---

No. 2
The following is a quantum chemistry calculation of a molecular structure, C15H26F2O9STl in a non-equilibrium geometry, from OMol25.

Geometry as ORCA input:
```
! wB97M-V def2-TZVPD RIJCOSX def2/J DEFGRID3
* xyz 1 1
Tl 9.138 5.210 -12.119
F 7.777 3.722 -14.178
F 11.786 5.427 -13.314
O 11.121 3.780 -10.607
C 12.155 3.089 -10.542
O 12.094 1.788 -10.485
C 13.327 1.209 -10.320
C 14.283 2.186 -10.798
C 13.547 3.560 -10.626
H 13.376 0.379 -11.025
H 13.422 0.923 -9.273
H 14.320 1.977 -11.868
H 15.296 2.104 -10.404
H 13.696 4.159 -11.524
H 13.802 4.103 -9.716
O 8.328 2.541 -11.096
C 8.131 1.347 -11.303
O 6.844 0.902 -11.571
C 6.853 -0.491 -11.660
C 8.311 -0.905 -11.758
C 9.148 0.225 -11.294
H 6.314 -0.898 -12.515
H 6.405 -1.002 -10.809
H 8.598 -1.324 -12.723
H 8.355 -1.675 -10.988
H 10.001 0.428 -11.941
H 9.702 -0.004 -10.384
O 6.303 5.129 -11.508
C 5.477 4.281 -11.260
O 5.255 3.879 -10.014
C 4.151 2.979 -9.833
C 3.900 2.440 -11.283
C 4.539 3.522 -12.193
H 3.401 3.711 -9.534
H 4.261 2.187 -9.092
H 2.833 2.400 -11.498
H 4.409 1.508 -11.529
H 3.804 4.134 -12.717
H 5.258 3.184 -12.939
O 9.144 9.703 -10.082
S 8.001 8.810 -9.965
O 8.101 7.397 -10.465
O 7.396 8.856 -8.389
C 6.370 7.947 -7.983
C 5.190 8.721 -7.395
C 6.614 9.619 -10.803
H 6.698 7.203 -7.258
H 5.967 7.350 -8.801
H 4.836 9.388 -8.181
H 5.481 9.209 -6.465
H 4.411 7.979 -7.218
H 6.375 10.549 -10.288
H 5.907 8.790 -10.841
H 6.960 9.849 -11.811
*
```

Properties
Strongest force on any atom   3.7 eV/A
Frontier orbital gap   3.89 eV
Molecular weight   624.8 g mol⁻¹
HOMO   -13.240 eV